No. 1
56
Properties=species:S:1:pos:R:3 method="wB97M-V/def2-TZVPD" max_force_ev_per_a=0.38 charge=0 e_above_lowest_kj_mol=0.0 smiles="CCOCN(C)C(=O)OCCN.CCOC(C)=O.CCOC(C)=O" orbital_gap_ha=0.34896 total_energy_ev=-33386.37535
C 0.295 1.406 0.703
C 0.153 1.152 -0.802
O 0.460 -0.193 -1.159
C -0.635 -1.053 -0.981
N -0.253 -2.394 -1.368
C 0.493 -2.479 -2.625
C 0.210 -3.257 -0.384
O 1.165 -3.973 -0.509
O -0.476 -3.229 0.787
C -1.912 -3.256 0.839
C -2.359 -2.405 2.000
N -1.810 -2.932 3.242
H -0.651 1.684 1.170
H 1.003 2.209 0.904
H 0.665 0.505 1.195
H 0.820 1.785 -1.380
H -0.867 1.380 -1.132
H -0.931 -1.072 0.068
H -1.488 -0.712 -1.585
H 0.531 -3.520 -2.932
H 1.508 -2.098 -2.526
H -0.039 -1.896 -3.377
H -2.341 -2.915 -0.104
H -2.197 -4.296 1.008
H -3.450 -2.425 2.043
H -2.051 -1.367 1.809
H -2.113 -2.366 4.025
H -0.804 -2.807 3.220
C -3.366 3.100 -4.597
C -2.745 4.128 -3.676
O -1.510 3.671 -3.110
C -0.326 3.768 -3.756
C -0.289 4.233 -5.192
O 0.665 3.429 -3.171
H -2.739 2.908 -5.467
H -4.336 3.453 -4.949
H -3.512 2.160 -4.066
H -2.607 5.090 -4.170
H -3.383 4.301 -2.810
H -0.324 3.349 -5.830
H 0.665 4.727 -5.355
H -1.098 4.897 -5.479
C 4.276 -0.822 3.055
C 3.478 0.182 3.858
O 2.070 -0.083 3.799
C 1.456 -0.978 4.597
C 2.267 -1.841 5.533
O 0.264 -1.100 4.493
H 4.184 -1.829 3.462
H 5.332 -0.548 3.061
H 3.928 -0.839 2.023
H 3.814 0.239 4.894
H 3.576 1.178 3.431
H 2.493 -2.772 5.012
H 1.644 -2.077 6.391
H 3.199 -1.398 5.869

---

No. 2
56
Properties=species:S:1:pos:R:3 method="wB97M-V/def2-TZVPD" max_force_ev_per_a=1.58 charge=+1 e_above_lowest_kj_mol=0.0 orbital_gap_ha=0.32222 total_energy_ev=-40496.62235
S 4.065 -3.734 2.752
C 3.417 -2.404 1.669
C 3.244 -1.100 2.448
C 2.041 -1.081 3.420
C 0.848 -1.695 2.792
N 0.482 -2.956 2.930
C -0.645 -3.235 2.181
C -0.973 -2.079 1.578
N -0.033 -1.151 1.972
H 3.882 -4.851 2.012
H 4.179 -2.219 0.906
H 2.525 -2.743 1.132
H 4.169 -0.937 3.012
H 3.166 -0.271 1.729
H 2.309 -1.549 4.369
H 1.802 -0.037 3.656
H 0.968 -3.658 3.475
H -1.157 -4.176 2.069
H -1.792 -1.930 0.894
H -0.032 -0.190 1.655
C 1.552 2.455 0.209
O 2.611 1.981 0.603
N 1.005 3.589 0.660
C -0.258 4.102 0.144
C 1.698 4.335 1.698
H 0.951 1.967 -0.579
H -0.099 5.086 -0.282
H -0.978 4.172 0.966
H -0.655 3.446 -0.624
H 2.689 4.620 1.345
H 1.816 3.709 2.584
H 1.132 5.226 1.955
C 0.308 -7.006 -1.808
O 1.364 -7.412 -1.376
N -0.312 -5.881 -1.379
C -1.578 -5.434 -1.927
C 0.325 -5.107 -0.334
H -0.245 -7.532 -2.604
H -1.459 -4.440 -2.365
H -2.328 -5.389 -1.133
H -1.922 -6.120 -2.698
H 1.312 -4.785 -0.673
H 0.449 -5.731 0.556
H -0.276 -4.237 -0.093
C -2.367 5.237 -2.158
O -1.151 5.228 -2.251
N -3.214 5.499 -3.165
C -4.654 5.494 -2.984
C -2.667 5.799 -4.480
H -2.882 5.023 -1.204
H -5.103 4.748 -3.643
H -5.057 6.478 -3.230
H -4.908 5.255 -1.954
H -2.068 4.957 -4.827
H -2.023 6.677 -4.416
H -3.473 5.989 -5.183